Here is a 2-piece molecular cluster, C11H16NO2 overall from the Open Molecules 2025 dataset. Energies are from ωB97M-V/def2-TZVPD.

Output
Charge = +1
E_tot = -17237.89204 eV
Energy above the lowest of the compared OMol25 structures with the same formula, charge and spin = 555.4 kJ/mol
HOMO (alpha / beta) = -0.4306 / -0.4306 Eh
LUMO energy (alpha / beta) = -4.0 / -4.0 eV

Last column: Löwdin charge in e.
Cartesian coordinates (Å):
O 1.13648 3.28566 -0.84059  0.004
O -1.95551 -0.75905 -1.30153  -0.008
N 1.17041 0.29751 -0.10085  -0.053
C -3.09993 -2.53166 -0.57597  -0.009
C 1.53840 2.12572 -1.52876  -0.367
C 2.27590 1.22651 0.43066  -0.056
C -2.12826 -2.22694 0.41778  -0.294
C 0.55998 1.05029 -1.28288  -0.016
C 0.36781 -0.02023 1.04741  -0.023
C -2.18792 -2.76057 1.80964  -0.027
C -2.98528 -1.56534 -1.50188  -0.133
C 2.88788 1.70006 -0.89711  -0.035
C 0.33907 0.22514 2.28788  0.081
C -1.40777 -1.19349 -0.08803  0.040
H -3.17115 -2.46184 2.22755  0.107
H -1.70316 -3.68397 2.06504  0.076
H 2.80242 0.62365 1.09286  0.122
H 0.31608 0.44604 -2.15264  0.149
H 1.78043 3.91335 -1.14752  0.105
H 1.66368 -0.50177 -0.41177  0.173
H 1.56847 2.35682 -2.59428  0.163
H -0.15223 -0.20611 3.12606  0.087
H -3.51314 -1.45898 -2.35122  0.101
H -0.40476 1.32077 -0.86162  0.141
H 3.31925 0.91261 -1.53185  0.140
H -1.46143 -2.03879 2.34171  0.073
H -3.89949 -3.22086 -0.65692  0.118
H 3.59102 2.46876 -0.70063  0.121
H 1.60413 1.91689 0.93426  0.130
H 1.14862 0.75982 2.74520  0.090

***

Here is C31H36N5O2RhSe2 as an isolated structure from the Open Molecules 2025 dataset. Energies are from ωB97M-V/def2-TZVPD.

Output
Charge = 0
E_tot = -177970.61805 eV
Energy above the lowest of the compared OMol25 structures with the same formula, charge and spin = 158.8 kJ/mol
Spin multiplicity = 5
HOMO (alpha / beta) = -0.1731 / -0.2388 Eh
LUMO energy (alpha / beta) = -0.6 / -2.8 eV
<S²> = 6.054

Last column: Löwdin charge in e.
Cartesian coordinates (Å):
Rh -0.15757 0.89462 -0.08279  0.585
Se -2.60853 0.89618 -0.47868  0.857
Se -0.42850 3.45046 -0.23835  0.984
O -3.34048 2.89626 -3.11195  -0.067
O -4.42330 4.78415 1.28963  -0.068
N -2.54667 -8.06495 2.56045  0.035
N -0.20289 -1.09616 -0.08119  -0.184
N -0.28252 -7.45691 2.94667  0.096
N 1.88248 1.29364 0.14875  -0.055
N -0.03023 1.42941 1.87215  -0.189
C -2.71436 -6.88385 1.98870  -0.165
C -4.49909 4.83436 -0.14127  -0.217
C 2.77932 1.10681 -0.90968  -0.169
C 2.25882 1.55753 1.36683  -0.044
C -0.02984 -1.80473 1.07179  -0.071
C 4.88274 1.22094 -2.75923  -0.066
C -0.23666 2.41529 3.89516  -0.084
C -3.83422 2.40639 -0.01306  -0.435
C 0.55065 -3.90436 2.27243  -0.112
C -3.60766 3.69620 -0.74296  -0.540
C -0.45628 -6.21621 2.35956  -0.317
C 3.88464 0.18643 -0.77402  -0.150
C 1.07993 2.03501 -4.21369  -0.095
C -0.95087 1.90963 2.76547  -0.145
C 1.24063 2.02790 -2.69414  -0.267
C 3.68801 1.87660 -3.03727  -0.040
C -2.17133 4.26827 -0.57685  -0.470
C 3.86596 -0.87293 0.27708  -0.223
C -0.28570 -3.10723 -1.36038  -0.070
C 4.71118 -2.12487 0.17429  -0.108
C -1.35495 -8.21427 3.08229  -0.277
C 0.09847 -3.22319 1.08714  -0.234
C 0.61809 -5.28387 2.51399  -0.092
C -1.70355 -5.92887 1.78668  -0.024
C -0.02230 -3.83146 -0.21708  -0.040
C 1.22567 1.74418 2.33165  -0.334
C 1.12416 2.25755 3.63340  -0.048
C 4.86988 0.24535 -1.74581  -0.041
C 2.59707 1.69084 -2.16921  -0.171
C -0.37295 -1.71935 -1.24474  -0.221
C -4.11290 3.72488 -2.21550  -0.209
H -4.84750 2.06769 -0.24634  0.085
H 5.77654 -1.88650 0.44193  0.086
H 3.52480 2.47808 -3.96481  0.117
H -3.74542 -6.74476 1.65347  0.097
H 5.68989 -0.49528 -1.68411  0.117
H 0.12269 -4.91376 -0.27746  0.113
H 2.84221 -1.21536 0.45917  0.104
H -3.74903 2.57150 1.05905  0.061
H 1.48352 -5.74139 3.07500  0.107
H -3.62441 3.18649 -3.98272  0.088
H -0.60572 2.86468 4.78976  0.081
H 4.70355 -2.63926 -0.80948  0.084
H 0.82723 2.97191 -2.33042  0.028
H 0.10924 -1.20555 1.99801  0.119
H 4.34029 -2.89328 0.89096  0.085
H -2.18413 4.92922 0.29779  0.052
H -1.86424 -4.98978 1.24298  0.091
H 0.56067 1.24001 -2.36371  0.061
H 3.29905 1.63685 1.64393  0.141
H -4.69077 5.66009 1.68206  0.129
H -0.35874 -3.55051 -2.34055  0.103
H -4.06771 5.77349 -0.54985  0.133
H -2.02461 1.84715 2.52894  0.091
H -5.52287 4.72905 -0.50600  0.127
H -0.57149 -1.12049 -2.14353  0.092
H 1.99987 2.45955 4.20608  0.095
H -1.22503 -9.14191 3.65515  0.099
H -5.17362 3.45965 -2.26279  0.125
H 0.96834 -3.19534 3.01488  0.097
H 4.06754 -0.42770 1.26224  0.108
H -1.87827 4.96025 -1.43325  0.094
H 1.67296 2.82669 -4.66352  0.063
H -4.07160 4.79251 -2.56916  0.139
H 5.80658 1.44355 -3.25840  0.097
H 1.40773 1.06090 -4.64374  0.099
H 0.01815 2.08588 -4.48786  0.076

***

Here is the molecule C4H5ClN2 from the Open Molecules 2025 dataset. Energies are from ωB97M-V/def2-TZVPD.

Output
Charge = 0
SMILES string = C=N/N=C\C(=C)Cl
E_tot = -19728.20262 eV
Energy above the lowest of the compared OMol25 structures with the same formula, charge and spin = 361.1 kJ/mol
HOMO = -0.3412 Eh
LUMO energy = 0.1 eV

Last column: Löwdin charge in e.
Cartesian coordinates (Å):
Cl -0.19671 -1.22068 -0.96593  0.601
N -0.65584 1.29323 0.90737  -0.029
N -1.49220 0.23142 1.25792  -0.062
C 1.97527 0.36971 -1.48231  -0.010
C -0.85355 -0.52433 2.21162  -0.055
C 0.81303 0.28709 -0.85981  -0.632
C 0.30866 1.33478 0.04896  -0.190
H -1.37333 -1.34124 2.70724  0.044
H 2.44138 -0.37751 -2.13298  0.074
H 0.88626 2.22686 -0.06636  0.102
H 0.25515 -0.34072 2.56554  0.103
H 2.71038 1.10805 -1.32040  0.054

***

Here is a 2-piece molecular cluster, C4H9O overall from the Open Molecules 2025 dataset. Energies are from ωB97M-V/def2-TZVPD.

Output
Charge = -1
E_tot = -6338.71998 eV
Energy above the lowest of the compared OMol25 structures with the same formula, charge and spin = 197.7 kJ/mol
HOMO = -0.0599 Eh
LUMO energy = 2.9 eV

Last column: Löwdin charge in e.
Cartesian coordinates (Å):
O 2.53802 -3.52746 3.14188  -0.446
C 2.29021 -2.36978 3.72863  -0.594
C -1.04023 1.23579 -1.59076  -0.264
C 0.15525 1.27078 -2.17400  -0.025
C -2.36669 1.26511 -2.26341  -0.129
H 0.95110 0.72318 -1.68487  0.057
H 0.21017 1.73692 -3.15477  0.053
H -2.57815 2.35118 -2.39846  0.080
H 1.30357 -1.84665 3.45016  0.012
H -3.17340 0.98861 -1.59822  0.062
H 2.97142 -1.47654 3.44661  0.016
H -1.14903 1.25585 -0.50211  0.097
H -2.40142 0.81466 -3.24822  0.068
H 2.28918 -2.42166 4.84755  0.013

***

Here is the molecule CH5Br4NSi2 from the Open Molecules 2025 dataset. Energies are from ωB97M-V/def2-TZVPD.

Output
Charge = 0
SMILES string = CN([SiH](Br)Br)[SiH](Br)Br
E_tot = -298538.10240 eV
Energy above the lowest of the compared OMol25 structures with the same formula, charge and spin = 23.0 kJ/mol
HOMO = -0.3442 Eh
LUMO energy = 0.3 eV

Last column: Löwdin charge in e.
Cartesian coordinates (Å):
Br -1.80587 -0.17614 -2.24977  0.221
Br 3.21142 0.20035 1.33902  0.366
Br -2.90291 1.49417 0.83669  0.292
Br 2.13226 1.43328 -1.71947  0.419
Si -1.07400 1.14877 -0.49981  -0.285
Si 1.85593 -0.13749 -0.32113  -0.297
N -0.11993 0.05056 0.24748  -0.520
C -0.62009 -1.09725 1.00438  -0.209
H -0.54515 2.40495 -0.99682  -0.072
H -0.97727 -1.81048 0.21337  0.067
H 0.33039 -1.46921 1.39271  0.047
H 2.02083 -1.43574 -0.79240  -0.066
H -1.50561 -0.60577 1.54574  0.035

***

Here is C22H26BrGeN2OReTe as an isolated structure from the Open Molecules 2025 dataset. Energies are from ωB97M-V/def2-TZVPD.

Output
Charge = +1
E_tot = -164237.95383 eV
Spin multiplicity = 4
HOMO (alpha / beta) = -0.3668 / -0.3988 Eh
LUMO energy (alpha / beta) = -4.1 / -4.0 eV
<S²> = 3.946

Last column: Löwdin charge in e.
Cartesian coordinates (Å):
Re 0.21645 0.11216 0.33274  1.239
Te -0.45560 2.36079 2.26513  1.230
Br -5.66877 -1.02685 -4.13770  0.756
Ge 2.63291 2.03617 -1.55703  0.788
O -0.63178 0.70524 -1.37468  -0.256
N 0.73866 -1.11714 1.96108  -0.080
N -1.66760 -0.58267 0.93655  -0.122
C -2.71883 -0.69164 0.18302  -0.035
C -3.08704 0.19871 -3.93687  -0.086
C -2.74952 -1.21873 3.07142  0.012
C -1.39495 -2.28324 4.75315  -0.006
C -0.36083 -1.43318 2.72101  -0.171
C -3.96924 -0.68635 -1.87973  -0.080
C -1.94916 0.59236 -3.28953  0.017
C 1.31829 2.51960 -2.95843  -0.223
C 3.07568 3.71520 -0.56386  -0.214
C -1.65211 -1.06252 2.24161  -0.247
C -0.24525 -2.11538 3.95585  -0.143
C 4.34486 1.36269 -2.31271  -0.221
C 1.02419 -2.60552 4.32471  0.034
C 1.20966 1.80272 3.52290  -0.400
C 2.09890 -2.33660 3.51643  -0.014
C 0.42884 4.31124 1.96803  -0.398
C -2.60936 -1.81029 4.33101  -0.040
C -1.74351 0.34345 -1.90522  -0.319
C 2.01665 0.66568 -0.20958  -0.403
C -2.79919 -0.31888 -1.18668  -0.125
C 1.92251 -1.56245 2.36926  -0.087
C -4.10645 -0.44704 -3.22310  -0.674
H 3.55547 3.51577 0.38784  0.011
H 1.11782 -3.19277 5.22421  0.131
H -3.47863 -1.91389 4.96262  0.119
H 2.77131 -1.29081 1.76099  0.110
H -4.75220 -1.19160 -1.33543  0.111
H -1.28694 -2.76882 5.70810  0.123
H 3.76644 4.27483 -1.18561  0.020
H 4.70189 2.03593 -3.08630  0.018
H -3.20022 0.35520 -4.99914  0.113
H 1.31783 2.53333 4.31793  0.014
H 0.23347 4.91984 2.84576  0.009
H 2.10645 1.77914 2.91185  0.004
H 1.03120 0.82473 3.95222  -0.016
H 2.18847 4.31558 -0.40263  -0.004
H 1.49860 4.19100 1.83716  -0.011
H 5.09424 1.34072 -1.52709  0.015
H -0.00012 4.78621 1.09408  0.005
H -3.72185 -0.86093 2.76897  0.121
H -3.61855 -1.16146 0.58572  0.139
H 2.95894 0.26376 0.17759  -0.044
H 0.35072 2.74148 -2.52040  0.003
H -1.14953 1.08286 -3.82126  0.109
H 1.21132 1.71032 -3.67041  0.013
H 1.66780 3.40193 -3.48790  0.023
H 3.08354 -2.69890 3.75644  0.119
H 4.25690 0.36853 -2.73745  0.015